No. 1
The following is a DFT calculation (wB97M-V/def2-TZVPD) of a structure of composition C36H52Cl49IO5PS.

Last column: Löwdin charge in e.
Element x y z (Å)
C1 5.739 -2.169 3.532  -0.14
O1 5.999 -1.195 2.503  -0.24
C2 5.759 -1.726 1.170  -0.22
C3 4.300 -1.218 0.636  -0.22
C4 3.320 -2.488 0.307  -0.29
P1 1.462 -1.884 0.215  0.54
C5 1.314 -1.932 2.116  -0.32
C6 0.468 -2.941 2.940  -0.37
C7 -0.870 -2.352 3.693  -0.53
I1 -2.570 -3.323 2.642  0.71
C8 -0.322 -1.091 0.172  -0.30
C9 -0.317 0.502 -0.012  -0.21
C10 -1.573 1.102 0.849  -0.25
C11 -2.995 0.560 0.360  -0.22
S1 -4.250 0.517 1.765  0.42
O2 -3.590 0.499 3.129  -0.43
O3 -5.066 -0.766 1.687  -0.44
Cl1 -5.549 2.163 1.721  0.30
C12 1.743 -1.648 -1.649  -0.31
O4 0.627 -1.209 -2.477  -0.26
O5 1.127 -1.193 -3.768  -0.08
C13 0.773 -3.633 -0.143  -0.24
C14 1.772 -4.831 -0.411  -0.13
C15 2.067 -5.279 -1.900  -0.04
C16 2.969 -6.444 -2.321  -0.09
C17 3.681 -7.314 -1.259  -0.10
C18 3.421 -6.942 0.220  -0.24
C19 2.485 -5.742 0.622  -0.19
C20 2.282 -5.527 2.176  -0.13
H1 5.876 -3.258 3.196  0.09
H2 4.692 -2.063 4.014  0.09
H3 6.486 -2.018 4.403  0.09
H4 6.548 -1.228 0.488  0.09
H5 5.826 -2.864 1.096  0.11
H6 3.887 -0.570 1.494  0.10
H7 4.409 -0.524 -0.269  0.05
H8 3.717 -2.866 -0.693  0.08
H9 3.509 -3.225 1.151  0.06
H10 2.031 -0.541 0.391  0.01
H11 2.399 -1.930 2.533  0.07
H12 0.949 -0.866 2.417  0.08
H13 1.106 -3.243 3.871  0.09
H14 0.143 -3.947 2.540  0.01
H15 -0.953 -2.705 4.771  0.04
H16 -0.978 -1.223 3.553  0.03
H17 -1.020 -1.650 -0.567  0.09
H18 -0.871 -1.244 1.183  0.03
H19 0.597 1.041 0.400  0.10
H20 -0.567 0.744 -1.103  0.11
H21 -1.345 0.881 1.957  0.07
H22 -1.544 2.229 0.684  0.06
H23 -3.365 1.285 -0.462  0.11
H24 -2.985 -0.498 -0.074  0.11
H25 2.552 -0.818 -1.773  0.09
H26 2.199 -2.547 -2.217  0.08
H27 0.536 -1.820 -4.250  0.11
H28 -0.192 -3.918 0.429  0.07
H29 0.295 -3.483 -1.200  0.08
H30 1.555 -4.683 -2.743  0.09
H31 3.088 -6.653 -3.446  0.08
H32 4.320 -8.186 -1.623  0.08
H33 3.924 -7.588 1.022  0.03
H34 1.187 -5.765 2.463  0.08
H35 2.625 -4.524 2.593  0.06
H36 2.901 -6.323 2.746  0.06
C21 -7.242 2.911 -1.860  -1.53
Cl2 -5.824 3.967 -1.857  0.50
Cl3 -8.712 3.845 -2.177  0.51
Cl4 -7.054 1.621 -3.056  0.51
H37 -7.331 2.455 -0.875  -0.01
C22 -11.810 5.247 -0.222  -1.54
Cl5 -13.324 4.329 -0.229  0.53
Cl6 -11.522 5.982 -1.805  0.51
Cl7 -11.839 6.484 1.042  0.52
H38 -10.993 4.560 -0.010  0.00
C23 6.425 1.593 -2.257  -1.58
Cl8 6.381 1.515 -0.490  0.56
Cl9 7.774 0.637 -2.888  0.49
Cl10 4.892 1.035 -2.941  0.53
H39 6.574 2.630 -2.551  -0.13
C24 -8.817 -0.007 -6.317  -1.53
Cl11 -9.664 -1.412 -6.981  0.53
Cl12 -7.279 -0.496 -5.590  0.52
Cl13 -8.553 1.211 -7.573  0.52
H40 -9.439 0.432 -5.540  0.02
C25 11.306 0.172 -5.360  -1.53
Cl14 11.623 -1.064 -6.586  0.52
Cl15 10.305 1.469 -6.029  0.51
Cl16 10.528 -0.544 -3.942  0.50
H41 12.257 0.599 -5.050  0.01
C26 -5.418 0.653 6.481  -1.54
Cl17 -7.173 0.514 6.295  0.51
Cl18 -4.985 2.252 7.105  0.51
Cl19 -4.802 -0.618 7.547  0.51
H42 -4.957 0.531 5.501  0.00
C27 7.005 5.686 -2.214  -1.52
Cl20 8.204 4.389 -2.314  0.58
Cl21 7.086 6.719 -3.649  0.51
Cl22 5.378 5.017 -2.021  0.57
H43 7.230 6.294 -1.342  -0.05
C28 8.182 10.092 -1.991  -1.53
Cl23 6.590 10.853 -2.115  0.52
Cl24 9.363 11.227 -1.322  0.52
Cl25 8.096 8.629 -1.000  0.55
H44 8.506 9.810 -2.990  0.01
C29 -1.278 5.750 1.525  -1.51
Cl26 -2.625 4.612 1.663  0.56
Cl27 -0.199 5.595 2.916  0.54
Cl28 -0.391 5.485 0.017  0.54
H45 -1.682 6.761 1.512  0.02
C30 1.406 -10.281 1.495  -1.50
Cl29 2.559 -11.552 1.936  0.51
Cl30 2.238 -8.728 1.286  0.68
Cl31 0.532 -10.721 0.020  0.52
H46 0.683 -10.180 2.303  -0.02
C31 5.723 2.412 -6.995  -1.52
Cl32 6.260 3.278 -5.547  0.51
Cl33 7.115 1.827 -7.919  0.51
Cl34 4.658 1.069 -6.559  0.53
H47 5.164 3.105 -7.620  0.01
C32 1.121 2.767 5.076  -1.55
Cl35 1.064 2.684 6.844  0.51
Cl36 2.448 1.780 4.450  0.53
Cl37 -0.420 2.249 4.379  0.53
H48 1.297 3.801 4.787  -0.02
C33 -14.669 3.517 3.439  -1.55
Cl38 -16.423 3.376 3.251  0.51
Cl39 -14.236 5.114 4.064  0.51
Cl40 -14.053 2.244 4.502  0.52
H49 -14.210 3.397 2.459  -0.03
C34 0.497 -7.142 5.780  -1.53
Cl41 1.918 -6.088 5.782  0.53
Cl42 -0.970 -6.204 5.467  0.52
Cl43 0.679 -8.430 4.579  0.53
H50 0.409 -7.600 6.763  0.01
C35 -4.142 1.313 -6.919  -1.55
Cl44 -3.285 2.354 -5.774  0.52
Cl45 -4.795 2.267 -8.259  0.50
Cl46 -3.072 0.040 -7.524  0.52
H51 -4.974 0.842 -6.398  -0.05
C36 -5.753 6.384 1.002  -1.55
Cl47 -7.267 5.467 0.990  0.50
Cl48 -5.457 7.120 -0.580  0.51
Cl49 -5.787 7.622 2.266  0.53
H52 -4.937 5.697 1.218  -0.07

## Properties
**LUMO**: 0.890 eV
**Total charge**: -1
**2S+1**: 1
**E_tot**: -690222.6172 eV

***

No. 2
The following is a DFT calculation (wB97M-V/def2-TZVPD) of a cluster of 2 separate species, C2H3ClNO3 in total.

Last column: Löwdin charge in e.
Element x y z (Å)
C1 -1.486 0.558 0.586  -0.79
C2 0.743 -0.746 -0.517  -0.14
N1 -0.939 0.828 -0.745  0.22
O1 -1.674 -0.676 0.624  -0.01
O2 -1.766 1.427 1.332  0.09
O3 -0.113 0.061 -1.222  -0.08
Cl1 2.699 1.257 0.586  -0.42
H1 1.291 -0.051 0.270  -0.08
H2 1.112 -1.475 -1.237  0.11
H3 0.134 -1.183 0.322  0.10

## Properties
**LUMO (spin up / spin down)**: 1.696 / 1.693 eV
**Relative energy (zero: lowest compared OMol25 entry of this formula, charge and spin)**: 58.4 kcal/mol
**Total charge**: -1
**2S+1**: 1
**E_tot**: -22274.9425 eV

***

Which value of E_tot does entry 1 give? -690222.6172 eV

***

Among the records above, which one has the highest E_tot? C2H3ClNO3

***

Which of these has the highest E_tot? C2H3ClNO3